The following is a quantum chemistry calculation of a 2-piece molecular cluster, C2HO5S3 overall, from OMol25.

Atoms and positions in Å:
S: 2.603 -2.606 0.781
S: -0.088 -0.094 1.428
S: 3.320 -3.442 -2.118
O: 0.243 0.700 3.180
O: 0.654 -1.355 1.592
O: 1.052 1.062 1.277
O: -0.328 0.001 -0.292
O: 2.163 1.966 2.936
C: 3.044 -3.062 -0.594
C: 1.257 1.258 2.628
H: 0.622 0.057 -0.413

## Properties
electronic energy	-1647.62897	Eh
orbital gap	8.22	eV
charge	-1
HOMO energy	-5.339	eV
ΔE to the lowest compared entry with this formula, charge and spin	86.9	kJ/mol

Atom charges from the Mulliken analysis, given in e for atoms 1 to 6: number 1, S, carries -0.13; number 2, S, carries 0.49; number 3, S, carries -0.35; number 4, O, carries -0.53; number 5, O, carries -0.54; number 6, O, carries -0.32